A 3-piece molecular cluster, C4H15N3 overall at a distorted geometry. Source: the Open Molecules 2025 dataset; level of theory: ωB97M-V/def2-TZVPD.

Calculated values
HOMO	-8.48	eV
calculated total energy	-8861.3375	eV
SMILES	[H]/N=C(/C)N.CN.C
ΔE to the lowest compared entry with this formula, charge and spin	1.6	kcal/mol
Kohn-Sham gap	9.4001	eV
M	105.2	g mol⁻¹

ORCA input file:
```
! wB97M-V def2-TZVPD RIJCOSX def2/J DEFGRID3
* xyz 0 1
H 1.4419 -2.1298 -0.2241
N 1.0589 -1.3516 -0.7560
C 1.6171 -0.2324 -0.5265
C 1.1902 0.9701 -1.3123
N 2.6466 -0.0241 0.3458
H 0.2583 0.7570 -1.8247
H 1.0573 1.8294 -0.6629
H 1.9513 1.2008 -2.0545
H 2.8721 0.9137 0.6285
H 2.8818 -0.7536 0.9989
C -2.6443 -0.3696 -0.9818
N -1.7145 -0.9851 -0.0484
H -2.8506 -0.9688 -1.8793
H -2.2359 0.5880 -1.3010
H -3.5913 -0.1811 -0.4735
H -0.7900 -1.1918 -0.5032
H -2.0920 -1.8713 0.2742
C -0.2029 0.7611 2.0522
H 0.2319 1.6733 1.6606
H 0.5836 0.1547 2.4931
H -0.9011 1.0335 2.8367
H -0.7684 0.1780 1.2583
*
```

---

C4H15N3 as an isolated structure at a distorted geometry. Source: the Open Molecules 2025 dataset; level of theory: ωB97M-V/def2-TZVPD.

Calculated values
HOMO	-6.84	eV
calculated total energy	-8858.7109	eV
ΔE to the lowest compared entry with this formula, charge and spin	62.2	kcal/mol
Kohn-Sham gap	7.8636	eV
M	105.2	g mol⁻¹

ORCA input file:
```
! wB97M-V def2-TZVPD RIJCOSX def2/J DEFGRID3
* xyz 0 1
C 0.2370 0.2111 -1.6108
C 0.7193 -1.1064 0.7681
C 1.6402 0.0169 -2.0961
N -0.3237 1.3447 -1.3625
N 0.5673 -2.4776 0.2728
H -0.4265 -0.6441 -1.7205
H -1.3055 1.0614 -0.0216
H 0.3390 2.1182 -1.3190
H -0.3717 -2.8144 0.4641
H 0.6797 -2.5064 -0.7350
H 0.7352 -1.1640 1.8658
H 1.7337 -0.7682 0.5556
H 1.6524 0.0458 -3.1888
H 2.0349 -0.9491 -1.7881
H 2.3000 0.8033 -1.7264
C -1.4641 1.4386 2.0533
N -1.5651 0.5445 0.8995
H -0.4179 -0.3215 0.8146
H -2.5025 0.1689 0.8094
H -1.6776 0.8899 2.9721
H -2.1437 2.2963 1.9889
H -0.4404 1.8122 2.1047
*
```

---

A 2-piece molecular cluster, C4H15N3O overall at a distorted geometry. Source: the Open Molecules 2025 dataset; level of theory: ωB97M-V/def2-TZVPD.

Calculated values
HOMO	-6.70	eV
calculated total energy	-10906.4392	eV
ΔE to the lowest compared entry with this formula, charge and spin	71.5	kcal/mol
Kohn-Sham gap	6.8694	eV
M	121.2	g mol⁻¹

ORCA input file:
```
! wB97M-V def2-TZVPD RIJCOSX def2/J DEFGRID3
* xyz 0 1
C -0.1996 -1.8943 -0.1500
N -0.6326 -2.9676 -1.0509
C -1.3968 -1.3082 0.5801
N -1.0790 -0.0318 1.2952
H 0.3458 -1.1113 -0.6750
H 0.4811 -2.3010 0.6060
H -0.9044 -2.5380 -1.9282
H 0.2056 -3.4569 -1.3429
H -1.8489 -1.9889 1.2968
H -2.1416 -1.1076 -0.1956
H -1.9522 0.2576 1.7273
H -0.4442 -0.1999 2.0684
H -0.6224 0.8703 0.6471
C 0.6609 1.8511 -1.4665
N 0.2413 1.7844 -0.0634
C 1.5196 1.4913 0.8133
O 2.5260 2.2589 0.5699
H 1.4117 2.6322 -1.5675
H -0.1788 2.0680 -2.1265
H 1.1145 0.9052 -1.7606
H 0.0820 2.7486 0.2147
H 1.7334 0.4138 0.6531
H 1.0788 1.6240 1.8552
*
```

---

A 2-piece molecular cluster, C4H15N3O overall at a distorted geometry. Source: the Open Molecules 2025 dataset; level of theory: ωB97M-V/def2-TZVPD.

Calculated values
HOMO	-16.19	eV
calculated total energy	-10892.5029	eV
ΔE to the lowest compared entry with this formula, charge and spin	38.5	kcal/mol
Kohn-Sham gap	9.7471	eV
M	121.2	g mol⁻¹

ORCA input file:
```
! wB97M-V def2-TZVPD RIJCOSX def2/J DEFGRID3
* xyz 2 1
C -0.6927 1.4784 -0.9255
C 0.5499 1.2206 -0.0377
C 0.7691 -0.2578 0.2268
C 1.3583 -1.0958 -0.6408
N 1.4853 -2.4405 -0.6217
N 0.3352 -0.8096 1.5490
N -0.3940 2.3375 -2.1124
H -1.2212 0.5998 -1.2845
H -1.4576 2.0358 -0.3828
H 1.3696 1.6280 -0.6158
H 0.4929 1.7241 0.9165
H 1.7983 -0.5431 -1.4607
H 1.5914 -2.9238 -1.4969
H 1.5464 -2.9866 0.2170
H -0.0804 -1.6772 1.2270
H -0.4868 -0.3741 1.9947
H 1.0987 -0.8461 2.2224
H 0.2716 1.8896 -2.7465
H -1.2867 2.4831 -2.5882
H 0.0513 3.2395 -1.9317
H -2.3038 -2.2917 2.6060
H -2.7032 -1.0420 3.2692
O -2.0912 -1.3482 2.6166
*
```

---

A 2-piece molecular cluster, C4H15N3P2 overall at a distorted geometry. Source: the Open Molecules 2025 dataset; level of theory: ωB97M-V/def2-TZVPD.

Calculated values
HOMO	-7.88	eV
calculated total energy	-27436.8368	eV
ΔE to the lowest compared entry with this formula, charge and spin	47.1	kcal/mol
Kohn-Sham gap	8.6204	eV
M	167.1	g mol⁻¹

ORCA input file:
```
! wB97M-V def2-TZVPD RIJCOSX def2/J DEFGRID3
* xyz 0 1
C -2.3197 1.5830 0.6419
C -2.3720 -1.4114 0.8812
C 1.7665 1.4971 -0.9440
C 1.6602 -1.5040 -0.8069
N -1.7875 -0.0754 -1.5932
N 0.2396 0.0879 1.2613
N 2.8403 0.1935 1.1198
P -1.7797 -0.0282 -0.0609
P 1.3741 0.0493 0.2196
H -2.4349 2.0906 -0.3368
H -3.3263 1.5657 0.9861
H -1.6501 2.0114 1.3283
H -3.4728 -1.6189 0.7242
H -1.8293 -2.3151 0.5508
H -2.3106 -0.9532 1.9586
H 2.7170 1.9767 -0.3799
H 1.9682 1.0993 -1.9938
H 0.8442 2.1748 -0.9944
H 1.4026 -2.4565 -0.2575
H 0.9505 -1.5580 -1.6339
H 2.6397 -1.2621 -1.2284
H -1.7818 -0.9593 -2.0658
H 3.6945 -0.1206 0.5345
H 2.9673 -0.0667 2.0891
*
```

---

C4H15N6O4Tl as an isolated structure at a distorted geometry. Source: the Open Molecules 2025 dataset; level of theory: ωB97M-V/def2-TZVPD.

Calculated values
HOMO	-15.77	eV
calculated total energy	-26197.3484	eV
Kohn-Sham gap	3.1391	eV
M	415.6	g mol⁻¹

ORCA input file:
```
! wB97M-V def2-TZVPD RIJCOSX def2/J DEFGRID3
* xyz 2 1
Tl 1.2848 0.5466 -0.7831
C -2.8755 1.5018 -0.8054
O -1.6083 1.1704 -0.6086
H -3.3086 0.5659 -1.2775
H -3.4209 1.7834 0.1044
H -3.0488 2.3128 -1.5492
C -0.9321 -0.8701 2.1578
O -0.0831 -0.7298 1.2586
N -0.7252 -1.6533 3.2370
N -2.1940 -0.3835 2.0542
H -1.4864 -2.1143 3.7055
H 0.1979 -2.0413 3.3276
H -2.7945 -0.4151 2.8624
H -2.4378 0.2640 1.3334
C -0.6359 0.1590 -4.2000
O 0.1334 -0.0826 -3.2676
N -1.6942 1.0277 -4.0790
N -0.5054 -0.3716 -5.4236
H -1.8239 1.5309 -3.2275
H -2.3686 1.1107 -4.8207
H -1.1474 -0.2491 -6.1877
H 0.2513 -1.0177 -5.5802
C 3.5176 -0.1297 2.4087
O 2.5795 0.2643 1.6917
N 3.8302 -1.4436 2.5656
N 4.3345 0.7593 3.0207
H 3.0759 -2.0968 2.4576
H 4.5170 -1.5795 3.2914
H 4.1430 1.7428 2.9732
H 5.2254 0.4383 3.3604
*
```

---

Copy entry 4 word for word.
A 2-piece molecular cluster, C4H15N3O overall at a distorted geometry. Source: the Open Molecules 2025 dataset; level of theory: ωB97M-V/def2-TZVPD.

Calculated values
HOMO	-16.19	eV
calculated total energy	-10892.5029	eV
ΔE to the lowest compared entry with this formula, charge and spin	38.5	kcal/mol
Kohn-Sham gap	9.7471	eV
M	121.2	g mol⁻¹

ORCA input file:
```
! wB97M-V def2-TZVPD RIJCOSX def2/J DEFGRID3
* xyz 2 1
C -0.6927 1.4784 -0.9255
C 0.5499 1.2206 -0.0377
C 0.7691 -0.2578 0.2268
C 1.3583 -1.0958 -0.6408
N 1.4853 -2.4405 -0.6217
N 0.3352 -0.8096 1.5490
N -0.3940 2.3375 -2.1124
H -1.2212 0.5998 -1.2845
H -1.4576 2.0358 -0.3828
H 1.3696 1.6280 -0.6158
H 0.4929 1.7241 0.9165
H 1.7983 -0.5431 -1.4607
H 1.5914 -2.9238 -1.4969
H 1.5464 -2.9866 0.2170
H -0.0804 -1.6772 1.2270
H -0.4868 -0.3741 1.9947
H 1.0987 -0.8461 2.2224
H 0.2716 1.8896 -2.7465
H -1.2867 2.4831 -2.5882
H 0.0513 3.2395 -1.9317
H -2.3038 -2.2917 2.6060
H -2.7032 -1.0420 3.2692
O -2.0912 -1.3482 2.6166
*
```